(1)
Density functional theory data (ωB97M-V/def2-TZVPD) for a molecular structure, C40H24BiCl3N4OPS at a distorted geometry.

Geometry (Å):
1 Bi 0.586 -0.497 -0.294
2 C 1.133 -2.540 6.453
3 C 2.336 -2.375 5.784
4 C 2.367 -1.739 4.551
5 C 1.184 -1.271 3.987
6 C -0.027 -1.443 4.660
7 C -0.049 -2.072 5.893
8 P 1.154 -0.373 2.427
9 C 2.812 -0.430 1.683
10 C 3.541 0.727 1.398
11 C 4.728 0.639 0.683
12 C 5.185 -0.592 0.236
13 C 4.461 -1.748 0.503
14 C 3.276 -1.669 1.211
15 C 0.833 1.361 2.757
16 C 0.984 1.891 4.014
17 C 0.712 3.249 4.258
18 C 0.263 4.035 3.239
19 C 0.070 3.515 1.936
20 C -0.462 4.337 0.914
21 C -0.730 3.822 -0.317
22 C -0.425 2.473 -0.596
23 C 0.153 1.647 0.338
24 C 0.374 2.155 1.663
25 H 1.115 -3.033 7.416
26 H 3.257 -2.736 6.223
27 H 3.311 -1.600 4.040
28 H -0.949 -1.076 4.225
29 H -0.987 -2.201 6.416
30 H 3.186 1.690 1.743
31 H 5.291 1.538 0.470
32 H 6.102 -0.652 -0.334
33 H 4.809 -2.706 0.141
34 H 2.704 -2.572 1.401
35 H 1.313 1.258 4.830
36 H 0.847 3.655 5.251
37 H 0.025 5.077 3.415
38 H -0.667 5.377 1.137
39 H -1.160 4.438 -1.095
40 H -0.648 2.115 -1.590
41 S -5.603 2.052 -4.842
42 N -5.220 1.139 -3.567
43 C -3.926 0.916 -3.541
44 C -3.474 0.218 -2.243
45 C -4.453 0.044 -1.251
46 C -4.154 -0.478 -0.003
47 C -2.839 -0.731 0.336
48 N -1.881 -0.546 -0.572
49 C -2.217 -0.250 -1.821
50 C -1.642 0.146 -4.277
51 N 0.289 0.280 -2.696
52 C 1.053 1.344 -3.231
53 C 0.563 2.132 -4.214
54 C -0.757 2.283 -4.855
55 C -1.798 1.416 -4.871
56 C -3.271 1.584 -4.705
57 N -4.106 2.247 -5.444
58 H -5.465 0.333 -1.492
59 H -4.938 -0.644 0.723
60 H -2.536 -1.059 1.321
61 H 2.062 1.418 -2.857
62 H 1.232 2.921 -4.543
63 H -0.869 3.264 -5.303
64 Cl -2.867 -5.216 -4.499
65 C -1.688 -4.227 -3.704
66 C -1.668 -2.881 -3.900
67 C -0.698 -2.120 -3.230
68 Cl -0.978 -0.410 -3.134
69 C 0.505 -2.696 -2.664
70 O 1.564 -2.107 -2.351
71 C 0.295 -4.106 -2.356
72 Cl 1.445 -4.826 -1.281
73 C -0.729 -4.841 -2.866
74 H -2.414 -2.382 -4.506
75 H -0.824 -5.892 -2.628

Calculated values
Energy above the lowest of the compared OMol25 structures with the same formula, charge and spin, eV: 17.014
Charge: +1
LUMO energy, Eh: -0.1461
Gap between HOMO and LUMO, eV: 5.78

(2)
Density functional theory data (ωB97M-V/def2-TZVPD) for a molecular structure, C40H24BrCl7N6O4Ti at a distorted geometry.

Geometry (Å):
1 Ti -0.844 0.423 -0.317
2 Cl -7.665 0.992 -2.106
3 C -5.973 0.555 -2.164
4 C -5.172 0.859 -1.079
5 C -3.814 0.532 -1.073
6 N -2.911 0.875 -0.043
7 C -3.437 1.067 1.186
8 O -4.621 1.169 1.516
9 C -2.446 1.123 2.310
10 C -2.848 1.615 3.544
11 C -1.942 1.612 4.585
12 C -0.680 1.084 4.354
13 C -0.370 0.618 3.090
14 N -1.234 0.645 2.075
15 C -3.266 -0.139 -2.174
16 C -4.090 -0.413 -3.269
17 C -5.427 -0.074 -3.265
18 Cl -6.392 -0.453 -4.671
19 N -1.876 -0.344 -2.172
20 C -1.438 -1.326 -2.989
21 O -2.094 -2.180 -3.593
22 C 0.042 -1.381 -3.201
23 C 0.596 -1.556 -4.466
24 C 1.967 -1.690 -4.551
25 C 2.721 -1.718 -3.382
26 C 2.069 -1.556 -2.173
27 N 0.758 -1.342 -2.095
28 H -5.607 1.376 -0.245
29 H -3.861 1.976 3.640
30 H -2.211 2.005 5.558
31 H 0.072 1.045 5.131
32 H 0.609 0.219 2.878
33 H -3.689 -0.899 -4.140
34 H -0.046 -1.586 -5.335
35 H 2.451 -1.789 -5.516
36 H 3.795 -1.845 -3.409
37 H 2.597 -1.574 -1.228
38 O -0.121 -5.304 0.241
39 C -0.725 -4.758 1.342
40 C -0.993 -5.616 2.401
41 C -1.572 -5.121 3.559
42 C -1.891 -3.774 3.659
43 C -1.628 -2.929 2.591
44 C -1.041 -3.401 1.426
45 C -0.705 -2.442 0.292
46 O -1.474 -1.328 0.310
47 N 0.729 -2.087 0.411
48 N 0.922 -0.661 0.547
49 C 1.978 -0.412 1.329
50 C 2.648 0.701 1.673
51 Br -0.279 2.788 0.427
52 C 3.018 1.592 2.565
53 C 4.210 2.463 2.486
54 C 5.065 2.469 1.382
55 C 6.182 3.287 1.351
56 C 6.477 4.126 2.422
57 C 5.632 4.135 3.522
58 C 4.513 3.315 3.548
59 H -0.031 -4.621 -0.437
60 H -0.738 -6.664 2.299
61 H -1.776 -5.794 4.384
62 H -2.354 -3.385 4.558
63 H -1.892 -1.879 2.623
64 H -0.832 -2.964 -0.679
65 H 1.176 -2.537 1.201
66 H 2.503 -1.294 1.720
67 H 2.394 1.800 3.444
68 H 4.830 1.828 0.543
69 H 6.825 3.279 0.479
70 H 7.349 4.768 2.391
71 H 5.841 4.788 4.362
72 H 3.853 3.332 4.410
73 Cl 2.619 1.317 -1.178
74 C 1.469 1.593 -2.447
75 C 0.107 1.558 -2.130
76 C -0.678 2.222 -3.079
77 Cl -2.313 2.654 -2.687
78 C -0.216 2.621 -4.333
79 Cl -1.281 3.346 -5.494
80 C 1.118 2.432 -4.671
81 Cl 1.706 2.834 -6.249
82 C 1.977 1.956 -3.692
83 Cl 3.676 1.842 -4.032

Calculated values
Energy above the lowest of the compared OMol25 structures with the same formula, charge and spin, eV: 1.324
Charge: -2
LUMO energy, Eh: 0.1471
Gap between HOMO and LUMO, eV: 6.03

Among the records above, which one has the lowest gap between HOMO and LUMO?
C40H24BiCl3N4OPS